(1)
Formula: C43H47IrN3O3S
Source: OMol25
Level of theory: ωB97M-V/def2-TZVPD

As for the lowest unoccupied orbital energy (spin up / spin down): -2.948 / -5.794 eV. For the total energy, the calculation gives -69633.1791 eV. The expectation value of S² is 6.035. As for the total charge: +1. The value obtained for the molar mass is 878.151 g/mol. The spin multiplicity is 5. The value obtained for the HOMO-LUMO gap (spin up / spin down) is 0.2683 / 0.1827 Ha.

```
98
Properties=species:S:1:pos:R:3:forces:R:3
Ir -0.562070 0.132186 -0.063045 0.56 -0.73 -0.91
C -1.135259 -0.637913 4.402587 0.03 0.04 0.04
C -0.404743 -1.231547 3.200018 -0.14 -0.21 0.08
C 0.964023 -1.787450 3.614460 -0.01 0.01 0.05
C -1.194889 -2.314834 2.479385 0.19 0.03 0.06
C -2.104030 -3.095334 3.181685 0.00 0.01 0.04
C -2.718138 -4.187418 2.588080 -0.04 0.01 0.09
C -2.409496 -4.521974 1.284995 -0.09 -0.09 -0.12
C -1.517154 -3.762300 0.535463 0.04 0.02 -0.15
C -1.205376 -4.192867 -0.887305 -0.10 -0.11 0.06
C -2.481364 -4.345832 -1.719809 0.01 -0.04 -0.04
C -0.392047 -5.490943 -0.891451 0.03 -0.02 -0.02
C -0.928160 -2.639257 1.134102 0.24 -0.23 0.00
N -0.042143 -1.813161 0.366134 -0.53 0.56 0.43
C 1.176713 -2.271564 -0.046018 0.00 -0.16 0.14
O 1.748683 -3.277774 0.324597 -0.02 -0.02 0.08
C 1.781448 -1.420445 -1.137747 -0.07 -0.07 0.14
C 2.970826 -1.652897 -1.802125 0.20 -0.04 -0.10
C 3.318291 -0.789059 -2.836825 0.02 -0.04 0.03
C 2.470350 0.253917 -3.206578 0.07 0.02 -0.11
C 1.303205 0.402561 -2.486031 -0.16 -0.02 -0.02
N 1.016701 -0.413993 -1.491745 0.00 0.34 0.09
C 0.202686 1.378323 -2.768629 -0.09 -0.04 0.10
O 0.253492 2.170210 -3.674372 -0.05 0.17 -0.13
N -0.872188 1.304774 -1.859633 -0.11 0.21 0.60
C -2.089980 1.825577 -2.238444 0.09 -0.11 -0.33
C -2.722049 2.856344 -1.466872 0.07 -0.14 0.06
C -3.950849 3.310043 -1.888330 -0.10 0.04 -0.11
C -4.570372 2.792574 -3.029211 0.00 0.04 0.05
C -3.945679 1.814259 -3.786479 -0.11 0.01 -0.01
C -2.707314 1.315215 -3.429072 0.13 0.11 0.01
C -2.119348 0.178409 -4.245899 -0.14 0.08 -0.03
C -3.034542 -1.049393 -4.167824 -0.03 -0.01 -0.06
C -1.861789 0.601761 -5.695962 -0.02 0.03 0.02
C -2.055914 3.560458 -0.294432 0.14 -0.09 -0.11
C -2.056921 2.679941 0.950917 -0.12 0.22 0.06
C -0.676299 4.130381 -0.652422 -0.06 -0.04 -0.02
H -0.592055 0.238698 4.768366 -0.03 -0.06 -0.01
H -1.198083 -1.350539 5.229746 0.00 0.07 -0.05
H -2.150432 -0.324054 4.144795 0.07 -0.02 0.02
H -0.215253 -0.418133 2.511226 -0.01 0.20 -0.20
H 0.833612 -2.575599 4.362239 0.05 0.03 -0.06
H 1.585675 -1.001021 4.060329 -0.12 -0.15 -0.01
H 1.496870 -2.220044 2.764425 -0.03 -0.01 0.03
H -2.322963 -2.862760 4.217653 0.01 -0.02 -0.11
H -3.428978 -4.784507 3.148311 0.07 0.04 -0.02
H -2.880942 -5.391061 0.833581 0.09 0.11 0.05
H -0.595865 -3.425029 -1.359947 0.02 0.14 -0.05
H -3.093397 -5.176686 -1.357719 0.05 0.07 -0.05
H -2.231567 -4.550471 -2.765283 -0.02 0.00 0.09
H -3.090448 -3.441190 -1.680715 -0.02 0.00 -0.01
H -0.957634 -6.301547 -0.423871 0.03 0.04 -0.03
H 0.542701 -5.360344 -0.345229 -0.05 -0.04 0.00
H -0.156106 -5.791734 -1.916910 -0.04 0.02 0.08
H 3.590291 -2.490719 -1.509853 -0.02 0.03 -0.02
H 4.246410 -0.939451 -3.372928 -0.02 0.00 0.01
H 2.689406 0.922265 -4.029986 0.01 -0.05 0.05
H -4.428642 4.113557 -1.337555 0.01 -0.06 -0.06
H -5.541537 3.169422 -3.331398 0.08 -0.03 0.04
H -4.443170 1.419046 -4.665852 0.04 0.06 0.08
H -1.165703 -0.118191 -3.819713 0.11 -0.07 0.11
H -4.008225 -0.843047 -4.621522 0.09 -0.04 0.03
H -3.201452 -1.351328 -3.132527 0.00 -0.01 -0.01
H -2.583926 -1.889572 -4.701789 -0.04 0.06 0.03
H -2.793229 0.859480 -6.206389 0.05 -0.02 0.03
H -1.399721 -0.221467 -6.246053 -0.04 0.04 0.04
H -1.194788 1.465053 -5.738229 -0.05 -0.05 0.00
H -2.683714 4.418841 -0.060964 -0.13 0.08 -0.07
H -1.687538 1.676035 0.699869 0.04 -0.10 0.25
H -3.071090 2.516484 1.316793 0.02 0.03 0.02
H -1.442800 3.082898 1.758767 0.00 -0.03 -0.07
H 0.084611 3.353524 -0.722315 0.01 -0.02 0.02
H -0.357845 4.847713 0.107333 -0.03 -0.05 0.00
H -0.712088 4.647782 -1.614637 0.02 -0.02 0.09
O 1.041250 0.985883 1.282149 -0.01 0.24 0.03
S 2.042062 2.138041 1.158305 -0.10 -0.20 -0.27
C 2.158259 2.783182 2.796764 -0.10 0.06 0.06
C 2.291127 1.925341 3.881302 0.03 0.03 0.10
C 2.273088 2.463553 5.155985 0.01 0.01 0.00
C 2.121118 3.838199 5.332904 0.00 -0.01 -0.02
C 1.992199 4.682299 4.238826 0.03 -0.02 0.03
C 2.005108 4.152996 2.953365 0.02 0.03 0.02
C 3.595456 1.303339 0.959819 0.10 -0.07 -0.22
C 4.605715 1.954655 0.261047 0.00 0.00 0.08
C 5.799570 1.283136 0.028746 -0.02 -0.03 0.04
C 5.957842 -0.023079 0.480113 -0.02 0.00 0.01
C 4.927862 -0.666443 1.161570 0.04 -0.02 0.02
C 3.730405 -0.007249 1.399284 0.04 -0.06 0.03
H 2.397222 0.856777 3.729872 -0.01 0.15 0.01
H 2.379827 1.811993 6.014519 -0.02 0.04 -0.02
H 2.101524 4.250551 6.335035 0.01 -0.03 -0.07
H 1.876325 5.749507 4.382566 0.01 -0.06 0.00
H 1.901681 4.798220 2.085979 -0.02 -0.07 0.07
H 4.463274 2.972367 -0.092492 0.01 -0.11 0.02
H 6.600744 1.776540 -0.509039 -0.06 -0.04 0.04
H 6.889398 -0.547542 0.294806 -0.09 0.05 0.02
H 5.053332 -1.687458 1.507600 -0.01 0.10 -0.06
H 2.906918 -0.508085 1.902765 0.11 0.07 -0.11
```
Positions in Å, forces in eV/Å.

***

(2)
Formula: C6H9NO
Source: OMol25
Level of theory: ωB97M-V/def2-TZVPD

As for the lowest unoccupied orbital energy: 0.962 eV. For the total energy, the calculation gives -9899.3505 eV. As for the total charge: 0. The value obtained for the molar mass is 111.144 g/mol. The value obtained for the HOMO-LUMO gap is 0.3515 Ha.

```
17
Properties=species:S:1:pos:R:3:forces:R:3
C -1.244120 0.721782 1.395398 -3.66 2.27 -3.28
C -0.346497 -0.012031 0.579053 -3.21 1.74 -3.78
C 1.007635 -0.444441 0.804210 0.74 -5.77 0.93
C 0.487086 -1.494711 -0.327799 -0.90 5.00 -2.71
C 0.439931 -0.370440 -1.606934 -1.05 1.50 1.40
C -0.357188 0.754949 -0.867404 2.18 -0.47 -0.82
H -1.230423 0.298542 2.304135 -0.70 -0.80 3.81
H -1.059416 1.828006 1.297594 -0.14 -1.14 0.69
H -2.283568 0.509130 0.766888 2.19 0.73 2.18
H 1.069245 -1.284527 1.601051 -0.06 2.14 -0.26
H 1.885977 0.188220 0.762765 -0.16 -0.25 -0.12
H 0.820091 -2.421413 -0.689980 0.48 -1.46 0.40
H 0.092692 -0.600001 -2.655334 1.00 0.10 1.21
H 1.798897 1.175785 -0.842851 4.21 0.64 3.28
H -1.187951 1.509328 -1.399764 2.04 -2.42 1.98
N 1.024429 0.989721 -1.296085 -6.43 -2.32 -5.46
O -0.916820 -1.347898 0.175057 3.45 0.50 0.54
```
Positions in Å, forces in eV/Å.

***

(3)
Formula: C29H20FI2MoN4O8Se
Source: OMol25
Level of theory: ωB97M-V/def2-TZVPD

As for the lowest unoccupied orbital energy (spin up / spin down): 0.997 / 0.997 eV. For the total energy, the calculation gives -138858.0726 eV. As for the total charge: -1. The value obtained for the molar mass is 1000.205 g/mol. The value obtained for the HOMO-LUMO gap (spin up / spin down) is 0.2139 / 0.2143 Ha.

```
66
Properties=species:S:1:pos:R:3:forces:R:3
Mo -0.294528 -0.276371 -0.220502 -0.36 -0.77 0.17
I -0.077333 4.142127 -2.888383 -0.03 0.00 0.05
C -0.952038 3.788629 -1.034834 0.19 0.18 -0.19
C -1.670221 4.808506 -0.383984 -0.04 0.07 0.00
C -2.233104 4.611312 0.846492 -0.02 0.07 0.00
I -3.259276 6.201215 1.743140 0.03 -0.06 -0.01
C -2.132845 3.352968 1.491311 0.10 -0.13 -0.15
C -2.667246 2.995097 2.746236 -0.04 0.06 0.06
C -2.503987 1.720477 3.206068 -0.08 -0.04 0.17
C -1.829146 0.771561 2.421287 -0.06 -0.15 0.18
N -1.314283 1.074622 1.259500 -0.04 0.09 -0.33
C -1.432167 2.345149 0.802848 -0.02 0.11 0.02
C -0.781489 2.560775 -0.447415 0.05 -0.30 0.06
O -0.095658 1.560784 -0.939981 0.12 0.53 -0.08
H -1.769268 5.768136 -0.873661 0.01 -0.02 0.00
H -3.199650 3.731579 3.333967 0.00 0.00 -0.01
H -2.899324 1.424611 4.169279 0.01 0.00 -0.04
H -1.713895 -0.254648 2.747588 -0.02 0.00 0.03
C -1.004865 -3.052409 1.213870 0.03 0.10 -0.14
O -0.696782 -1.843999 0.588647 0.01 -0.16 0.24
H -0.539838 -3.094212 2.197174 0.09 0.03 0.12
H -0.623208 -3.878238 0.610796 0.05 0.02 -0.07
H -2.082853 -3.163244 1.325622 -0.16 0.06 -0.04
F 2.617396 -6.127831 -0.746515 0.02 -0.06 0.01
C 2.261781 -4.844058 -1.017385 0.02 0.04 0.03
C 2.977211 -3.814827 -0.442692 0.04 0.10 0.03
C 2.603672 -2.506286 -0.726046 0.00 -0.02 0.00
C 1.522785 -2.210760 -1.564719 0.00 -0.04 0.01
C 1.080902 -0.806288 -1.813800 -0.08 0.15 -0.13
C 0.842244 -3.292401 -2.133215 -0.07 0.02 -0.12
C 1.202703 -4.607934 -1.865330 -0.09 0.09 -0.07
H 3.810359 -4.037784 0.213903 -0.04 0.02 -0.02
H 3.158544 -1.686319 -0.286289 -0.02 -0.03 0.01
H 0.647336 -0.692837 -2.809097 -0.02 -0.02 0.00
H 1.924117 -0.115623 -1.718626 -0.01 -0.01 0.01
H 0.008879 -3.098160 -2.804419 0.29 -0.04 0.14
H 0.672437 -5.438586 -2.313838 0.00 0.01 -0.01
Se -2.556405 -0.330336 -1.534268 0.27 -0.14 0.15
C -2.271738 -1.742472 -2.790717 -0.09 0.11 -0.05
C -1.857745 -1.488856 -4.097569 0.02 -0.15 0.01
C -1.660287 -2.554321 -4.965820 0.01 -0.02 0.12
N -1.846291 -3.833892 -4.633134 -0.02 0.02 0.06
C -2.252549 -4.068285 -3.382906 -0.10 0.09 -0.08
C -2.479447 -3.074571 -2.442106 -0.07 -0.06 -0.10
H -1.684657 -0.472940 -4.426210 0.01 0.01 0.00
H -1.327841 -2.370537 -5.983747 -0.01 -0.01 0.03
H -2.408664 -5.111332 -3.120417 0.02 0.03 0.00
H -2.807749 -3.329949 -1.442411 0.01 -0.01 -0.01
O 1.555293 1.928387 1.546822 -0.18 0.28 0.09
C 1.913481 0.767262 1.642561 0.07 -0.26 -0.28
O 1.444971 -0.262948 1.037247 0.10 0.33 -0.02
C 3.091387 0.448573 2.542071 -0.03 -0.02 0.08
C 3.718910 1.484187 3.216310 0.00 0.15 0.00
C 4.791136 1.197252 4.038411 -0.05 -0.08 -0.13
C 5.263674 -0.086661 4.212638 0.21 -0.07 0.17
C 4.614726 -1.094702 3.531371 -0.05 0.13 0.04
C 3.537338 -0.853237 2.700700 -0.04 -0.14 -0.01
N 5.094937 -2.473451 3.703094 0.27 -0.24 -0.08
O 6.031163 -2.654866 4.463246 -0.25 0.01 -0.12
O 4.546530 -3.345763 3.058528 0.06 0.12 0.17
N 5.460743 2.289754 4.760002 0.05 0.13 0.27
O 6.418896 2.001786 5.455415 -0.10 0.06 -0.14
O 5.006237 3.409294 4.639516 0.08 -0.12 -0.04
H 3.361437 2.496099 3.086916 -0.01 -0.03 -0.01
H 6.103321 -0.294177 4.857227 -0.02 0.00 -0.02
H 3.041557 -1.663286 2.186805 -0.02 0.00 -0.06
```
Positions in Å, forces in eV/Å.